No. 1
Entry from OMol25: C11H14BHfN7Se as an isolated structure (ωB97M-V/def2-TZVPD).

The geometry in XYZ format:
```
35
C11H14BHfN7Se, DFT ωB97M-V/def2-TZVPD
H -0.100 3.103 2.178
N 0.216 1.799 0.517
B 0.818 0.838 -1.812
N 0.650 2.024 -0.796
C 0.803 3.340 -0.983
Hf -0.338 -0.188 0.976
H 1.102 3.717 -1.950
C 0.522 4.010 0.213
H 0.568 5.068 0.385
C 0.173 3.026 1.136
H 1.311 1.236 -2.829
C -2.122 -2.831 2.877
H -2.460 -3.157 3.874
H -1.114 -3.233 2.708
H -2.811 -3.248 2.130
N -0.610 0.249 -2.032
N 1.691 -0.311 -1.186
N -1.349 -0.254 -0.956
N 1.459 -0.828 0.100
C -1.325 0.146 -3.161
C 2.709 -0.983 -1.738
H -0.903 0.485 -4.098
H 3.015 -0.753 -2.748
C -2.560 -0.431 -2.858
C 3.206 -1.909 -0.818
C -2.546 -0.668 -1.478
C 2.422 -1.781 0.327
H -3.352 -0.643 -3.552
H 4.030 -2.583 -0.964
H -3.309 -1.098 -0.849
H 2.475 -2.292 1.279
H -2.102 -1.720 2.818
Se 0.122 0.080 5.971
C -0.083 -0.065 4.256
N -0.208 -0.143 3.063
```

For the gap between HOMO and LUMO, the calculation gives 6.91 eV. The energy above the lowest of the compared OMol25 structures with the same formula, charge and spin comes out at 0.0 kcal/mol. Its charge is +2. The strongest force on any atom is 0.0591 Eh/bohr.


No. 2
Entry from OMol25: C11H14BN7ReSe as an isolated structure (ωB97M-V/def2-TZVPD).

The geometry in XYZ format:
```
35
C11H14BN7ReSe, DFT ωB97M-V/def2-TZVPD
H 0.625 3.069 1.906
N 0.243 1.673 0.375
B 0.175 0.385 -1.848
N 0.404 1.672 -1.034
C 0.870 2.874 -1.392
Re 0.057 0.023 1.349
H 1.054 3.053 -2.441
C 1.025 3.678 -0.250
H 1.376 4.689 -0.229
C 0.643 2.908 0.843
H 0.413 0.568 -3.019
C -1.136 -1.796 2.324
H -1.123 -1.891 3.415
H -0.286 -2.443 1.972
H -2.008 -2.267 1.838
N -1.306 -0.027 -1.658
N 1.084 -0.722 -1.265
N -1.740 -0.271 -0.378
N 1.175 -0.963 0.147
C -2.336 -0.178 -2.524
C 1.957 -1.530 -1.876
H -2.180 -0.008 -3.575
H 2.050 -1.467 -2.948
C -3.459 -0.554 -1.792
C 2.622 -2.326 -0.925
C -3.046 -0.631 -0.439
C 2.123 -1.964 0.319
H -4.447 -0.754 -2.158
H 3.375 -3.059 -1.126
H -3.582 -0.913 0.435
H 2.346 -2.293 1.320
H -1.511 -0.799 2.269
Se 2.211 1.185 5.446
C 1.423 0.688 3.998
N 0.907 0.391 2.919
```

For the gap between HOMO and LUMO (alpha / beta), the calculation gives 7.11 / 6.43 eV. As for the expectation value of S²: 3.813. The energy above the lowest of the compared OMol25 structures with the same formula, charge and spin comes out at 0.0 kcal/mol. Its charge is +2. The strongest force on any atom is 0.0801 Eh/bohr. As for the spin multiplicity: 4.


No. 3
Entry from OMol25: C11H14BN7SSn as an isolated structure (ωB97M-V/def2-TZVPD).

The geometry in XYZ format:
```
35
C11H14BN7SSn, DFT ωB97M-V/def2-TZVPD
C -1.899 0.900 -2.205
N -0.903 0.577 -1.349
N 0.044 -0.146 -2.023
C -0.313 -0.208 -3.314
C -1.530 0.440 -3.460
B 1.272 -0.804 -1.324
N 1.923 0.288 -0.425
N 1.216 0.969 0.522
C 2.045 1.850 1.128
C 3.303 1.696 0.563
C 3.195 0.712 -0.406
Sn -0.983 0.789 0.797
N 0.724 -1.910 -0.358
N -0.165 -1.599 0.634
C -0.531 -2.731 1.243
C 0.193 -3.792 0.674
C 0.972 -3.233 -0.333
H -1.279 -2.739 2.024
H 1.680 -3.657 -1.029
H 0.145 -4.823 0.960
H 2.050 -1.264 -2.115
H 3.916 0.278 -1.086
H 0.329 -0.709 -4.028
H 4.188 2.242 0.831
H -2.088 0.558 -4.370
H 1.701 2.515 1.909
H -2.793 1.405 -1.868
H -0.639 0.893 3.058
C -0.942 1.910 2.742
H -0.133 2.580 3.068
H -1.118 2.301 1.599
H -1.889 2.144 3.239
S -3.165 -0.310 0.936
C -3.967 0.994 1.632
N -4.560 1.885 2.135
```

For the gap between HOMO and LUMO, the calculation gives 6.05 eV. The energy above the lowest of the compared OMol25 structures with the same formula, charge and spin comes out at 40.5 kcal/mol. Its charge is +2. The strongest force on any atom is 0.1765 Eh/bohr.


No. 4
Entry from OMol25: C11H14F3N in the gas phase (ωB97M-V/def2-TZVPD).

The geometry in XYZ format:
```
29
C11H14F3N, DFT ωB97M-V/def2-TZVPD
C 0.681 1.404 -2.104
C 0.421 0.760 -0.719
C -0.096 1.800 0.164
C -0.411 -0.557 -0.886
N -1.901 -0.231 -1.001
C -0.208 -1.294 0.467
C 1.067 -1.773 0.616
C 1.461 -2.321 1.872
C 0.519 -2.322 2.936
C -0.742 -1.771 2.698
C -1.125 -1.336 1.448
C -0.025 -1.425 -2.108
F -0.606 -2.631 -2.072
F 1.318 -1.611 -2.231
F -0.361 -0.842 -3.359
H -0.282 1.939 -2.289
H 0.973 0.832 -2.964
H 1.323 2.252 -1.897
H 1.460 0.371 -0.402
H -1.123 1.964 -0.222
H -0.153 1.711 1.262
H 0.309 2.682 -0.142
H -2.070 0.419 -1.726
H -2.586 -0.959 -1.001
H 1.777 -1.801 -0.191
H 2.444 -2.567 1.900
H 1.040 -2.426 3.903
H -1.446 -1.688 3.470
H -2.078 -0.915 1.090
```

For the gap between HOMO and LUMO, the calculation gives 10.18 eV. The energy above the lowest of the compared OMol25 structures with the same formula, charge and spin comes out at 0.0 kcal/mol. Its charge is 0. The strongest force on any atom is 0.0985 Eh/bohr. The structure (SMILES) is CC(C)[C@](N)(c1ccccc1)C(F)(F)F.


No. 5
Entry from OMol25: C11H14F6MoN2O4SSb as an isolated structure (ωB97M-V/def2-TZVPD).

The geometry in XYZ format:
```
40
C11H14F6MoN2O4SSb, DFT ωB97M-V/def2-TZVPD
Mo -0.570 0.009 0.802
N 1.631 0.197 0.431
C 2.132 -0.218 -0.908
C 1.039 -1.007 -1.529
O 1.202 -1.716 -2.576
N -0.145 -0.997 -0.966
C -1.011 -1.945 -1.689
C -0.147 -2.413 -2.843
O -0.274 -3.094 -3.760
O -0.532 -1.351 1.696
H 1.889 1.164 0.627
H 2.090 -0.360 1.155
H 3.045 -0.812 -0.841
H 2.349 0.654 -1.528
H -1.920 -1.477 -2.064
H -1.281 -2.804 -1.069
C -2.976 3.178 0.105
S -1.199 3.358 0.059
O -0.645 1.958 -0.302
C -1.041 4.369 -1.419
C -0.500 5.616 -1.265
C -0.441 6.514 -2.404
C -0.916 6.122 -3.664
C -1.441 4.864 -3.810
C -1.516 3.977 -2.688
H -3.343 2.691 -0.797
H -3.400 4.177 0.219
H -3.218 2.588 0.988
H -0.123 5.964 -0.310
H -0.021 7.504 -2.260
H -0.864 6.809 -4.500
H -1.815 4.523 -4.768
H -1.947 2.993 -2.834
F -2.319 0.000 0.331
Sb 0.569 0.606 8.773
F 0.343 2.350 8.326
F -0.083 1.115 2.187
F 1.936 -0.027 7.756
F -0.928 -0.298 8.286
F 0.926 0.399 10.533
```

For the gap between HOMO and LUMO (alpha / beta), the calculation gives 8.14 / 6.56 eV. As for the expectation value of S²: 0.772. The energy above the lowest of the compared OMol25 structures with the same formula, charge and spin comes out at 62.5 kcal/mol. Its charge is +4. The strongest force on any atom is 0.0083 Eh/bohr. As for the spin multiplicity: 2.


No. 6
Entry from OMol25: C11H14IN in the gas phase (ωB97M-V/def2-TZVPD).

The geometry in XYZ format:
```
27
C11H14IN, DFT ωB97M-V/def2-TZVPD
C 3.521 -1.830 -0.093
C 3.159 -1.407 -1.348
C 2.632 -1.809 0.979
C 1.891 -0.722 -1.481
C 1.378 -1.293 0.839
C 1.090 -0.633 -0.357
C 0.326 -0.996 1.808
C -1.098 -0.158 0.572
C -2.714 1.828 -1.275
C -1.793 1.051 1.052
C -1.991 2.205 -0.018
N -0.138 0.133 -0.433
I -2.604 -1.699 0.117
H 4.577 -2.313 0.015
H 3.871 -1.399 -2.165
H 2.956 -2.240 1.961
H 1.623 -0.228 -2.427
H -0.254 -1.929 1.994
H 0.419 -0.364 2.569
H -2.208 1.106 -1.933
H -2.972 2.582 -1.917
H -3.620 1.386 -0.861
H -2.727 0.979 1.543
H -1.242 1.706 1.754
H -2.541 3.027 0.500
H -0.996 2.626 -0.015
H -0.542 0.392 -1.381
```

For the gap between HOMO and LUMO, the calculation gives 8.74 eV. The energy above the lowest of the compared OMol25 structures with the same formula, charge and spin comes out at 27.8 kcal/mol. Its charge is 0. The strongest force on any atom is 0.1393 Eh/bohr.


Repeat the second record exactly.
Entry from OMol25: C11H14BN7ReSe as an isolated structure (ωB97M-V/def2-TZVPD).

The geometry in XYZ format:
```
35
C11H14BN7ReSe, DFT ωB97M-V/def2-TZVPD
H 0.625 3.069 1.906
N 0.243 1.673 0.375
B 0.175 0.385 -1.848
N 0.404 1.672 -1.034
C 0.870 2.874 -1.392
Re 0.057 0.023 1.349
H 1.054 3.053 -2.441
C 1.025 3.678 -0.250
H 1.376 4.689 -0.229
C 0.643 2.908 0.843
H 0.413 0.568 -3.019
C -1.136 -1.796 2.324
H -1.123 -1.891 3.415
H -0.286 -2.443 1.972
H -2.008 -2.267 1.838
N -1.306 -0.027 -1.658
N 1.084 -0.722 -1.265
N -1.740 -0.271 -0.378
N 1.175 -0.963 0.147
C -2.336 -0.178 -2.524
C 1.957 -1.530 -1.876
H -2.180 -0.008 -3.575
H 2.050 -1.467 -2.948
C -3.459 -0.554 -1.792
C 2.622 -2.326 -0.925
C -3.046 -0.631 -0.439
C 2.123 -1.964 0.319
H -4.447 -0.754 -2.158
H 3.375 -3.059 -1.126
H -3.582 -0.913 0.435
H 2.346 -2.293 1.320
H -1.511 -0.799 2.269
Se 2.211 1.185 5.446
C 1.423 0.688 3.998
N 0.907 0.391 2.919
```

For the gap between HOMO and LUMO (alpha / beta), the calculation gives 7.11 / 6.43 eV. As for the expectation value of S²: 3.813. The energy above the lowest of the compared OMol25 structures with the same formula, charge and spin comes out at 0.0 kcal/mol. Its charge is +2. The strongest force on any atom is 0.0801 Eh/bohr. As for the spin multiplicity: 4.


> charge of number 4 (C11H14F3N)?

0


Please write out number 6 again, unchanged.
Entry from OMol25: C11H14IN in the gas phase (ωB97M-V/def2-TZVPD).

The geometry in XYZ format:
```
27
C11H14IN, DFT ωB97M-V/def2-TZVPD
C 3.521 -1.830 -0.093
C 3.159 -1.407 -1.348
C 2.632 -1.809 0.979
C 1.891 -0.722 -1.481
C 1.378 -1.293 0.839
C 1.090 -0.633 -0.357
C 0.326 -0.996 1.808
C -1.098 -0.158 0.572
C -2.714 1.828 -1.275
C -1.793 1.051 1.052
C -1.991 2.205 -0.018
N -0.138 0.133 -0.433
I -2.604 -1.699 0.117
H 4.577 -2.313 0.015
H 3.871 -1.399 -2.165
H 2.956 -2.240 1.961
H 1.623 -0.228 -2.427
H -0.254 -1.929 1.994
H 0.419 -0.364 2.569
H -2.208 1.106 -1.933
H -2.972 2.582 -1.917
H -3.620 1.386 -0.861
H -2.727 0.979 1.543
H -1.242 1.706 1.754
H -2.541 3.027 0.500
H -0.996 2.626 -0.015
H -0.542 0.392 -1.381
```

For the gap between HOMO and LUMO, the calculation gives 8.74 eV. The energy above the lowest of the compared OMol25 structures with the same formula, charge and spin comes out at 27.8 kcal/mol. Its charge is 0. The strongest force on any atom is 0.1393 Eh/bohr.